(1)
{
  "formula": "C18H18ClGdO5",
  "method": "wB97M-V/def2-TZVPD",
  "energy_ha": -2298.3606,
  "multiplicity": 8,
  "s_squared": 16.085,
  "gap_ev": [7.4642, 5.3821],
  "species": ["C", "C", "C", "H", "C", "C", "H", "H", "H", "H", "C", "C", "C", "H", "C", "C", "H", "H", "H", "H", "Gd", "O", "C", "C", "H", "H", "H", "H", "C", "C", "C", "H", "C", "H", "C", "H", "C", "H", "O", "Cl", "O", "O", "O"],
  "xyz": [[0.62, -2.27, 3.13], [-0.32, -3.01, 2.35], [-0.13, -2.70, 0.98], [-0.94, -3.80, 2.75], [1.01, -1.82, 0.89], [1.47, -1.58, 2.22], [2.39, -1.05, 2.51], [0.81, -2.45, 4.18], [-0.61, -3.17, 0.11], [1.51, -1.50, -0.04], [-0.41, 2.66, 1.26], [-0.14, 2.63, 2.65], [1.05, 1.87, 2.85], [-0.65, 3.18, 3.44], [1.48, 1.36, 1.58], [0.59, 1.86, 0.60], [0.75, 1.80, -0.47], [-1.16, 3.25, 0.74], [1.70, 1.99, 3.72], [2.40, 0.80, 1.44], [-0.64, -0.10, 1.75], [-1.26, 0.05, -0.70], [-2.06, -0.68, -1.68], [-0.63, -0.77, -2.05], [-2.49, -1.57, -1.25], [-2.68, -0.10, -2.35], [-0.07, -1.64, -1.62], [0.94, -1.72, -4.05], [0.57, -0.71, -4.26], [-0.16, 0.00, -3.25], [-0.53, 1.34, -3.63], [-1.07, 1.98, -2.91], [-0.22, 1.86, -4.90], [-0.46, 2.91, -5.17], [0.40, 1.07, -5.88], [0.67, 1.46, -6.84], [0.79, -0.22, -5.54], [1.28, -0.86, -6.27], [-0.73, -1.30, 5.57], [-0.76, -0.08, 4.81], [-0.97, 1.08, 5.61], [0.50, 0.07, 3.99], [-1.84, -0.16, 3.73]]
}

***

(2)
{
  "formula": "C18H18F2N4OS",
  "method": "wB97M-V/def2-TZVPD",
  "energy_ha": -1588.8686,
  "gap_ev": 7.2499,
  "species": ["F", "F", "N", "N", "O", "S", "C", "C", "C", "C", "C", "C", "C", "C", "C", "C", "C", "C", "N", "N", "C", "C", "C", "C", "C", "C", "H", "H", "H", "H", "H", "H", "H", "H", "H", "H", "H", "H", "H", "H", "H", "H", "H", "H"],
  "xyz": [[7.28, 1.00, -0.80], [5.80, 0.59, -2.38], [0.73, -0.63, 2.91], [0.93, 0.68, -0.37], [-5.85, -2.03, 0.27], [2.32, -0.18, 3.07], [2.52, 0.39, 1.41], [-0.36, 0.51, -0.74], [-3.28, 1.05, -0.93], [-3.59, -1.07, 0.18], [-4.68, 1.15, -1.15], [-4.96, -1.04, -0.11], [-2.75, -0.01, -0.21], [-1.35, 0.05, 0.14], [-5.50, 0.11, -0.72], [-0.98, -0.33, 1.40], [1.28, 0.33, 0.86], [0.36, -0.21, 1.74], [-6.87, 0.13, -0.96], [3.78, 0.80, 0.91], [-5.29, -3.37, 0.13], [4.91, -0.11, 1.09], [3.77, 1.76, -0.23], [5.44, -0.45, -0.28], [5.18, 2.09, -0.70], [5.96, 0.82, -1.04], [-0.60, 0.85, -1.74], [-2.66, 1.87, -1.26], [-3.10, -1.92, 0.64], [-5.11, 2.01, -1.65], [-1.72, -0.76, 2.11], [-7.29, 1.08, -1.12], [-7.39, -0.60, -0.49], [-4.59, -3.43, -0.73], [-4.75, -3.59, 1.07], [-6.06, -4.12, 0.03], [4.56, -1.07, 1.55], [5.69, 0.29, 1.73], [3.27, 2.68, 0.05], [3.25, 1.39, -1.09], [4.60, -0.95, -0.83], [6.24, -1.20, -0.21], [5.71, 2.72, 0.05], [5.14, 2.71, -1.59]]
}

***

(3)
{
  "formula": "C18H18N3SbSe3TaTe",
  "method": "wB97M-V/def2-TZVPD",
  "energy_ha": -8629.6456,
  "total_charge": 3,
  "gap_ev": [5.8593, 5.8580],
  "species": ["Ta", "C", "C", "C", "C", "C", "C", "N", "Sb", "C", "C", "C", "C", "C", "C", "N", "C", "C", "C", "C", "C", "C", "N", "H", "H", "H", "H", "H", "H", "H", "H", "H", "H", "H", "H", "H", "H", "H", "H", "H", "H", "Se", "Se", "Te", "Se"],
  "xyz": [[0.62, 0.32, 0.30], [1.28, -2.73, 1.99], [-0.16, -2.37, 1.93], [-1.10, -3.14, 2.61], [-2.44, -2.82, 2.58], [-2.85, -1.74, 1.80], [-1.90, -1.01, 1.13], [-0.58, -1.29, 1.22], [-2.60, 0.47, -0.28], [-1.44, 2.18, 0.45], [-2.21, 3.21, 0.95], [-1.60, 4.44, 1.18], [-0.26, 4.60, 0.87], [0.49, 3.53, 0.40], [1.93, 3.69, 0.07], [-0.11, 2.32, 0.22], [-1.19, -0.24, -1.80], [-1.73, -0.25, -3.07], [-1.12, -1.05, -4.05], [-0.05, -1.84, -3.69], [0.47, -1.78, -2.40], [1.58, -2.70, -2.00], [-0.06, -0.94, -1.50], [1.39, -3.81, 2.00], [1.74, -2.33, 2.90], [1.85, -2.33, 1.14], [-0.75, -4.00, 3.17], [-3.16, -3.42, 3.12], [-3.90, -1.50, 1.72], [-3.27, 3.08, 1.12], [-2.18, 5.28, 1.56], [0.22, 5.56, 0.99], [2.23, 4.73, 0.20], [2.12, 3.40, -0.96], [2.54, 3.07, 0.73], [-2.62, 0.31, -3.30], [-1.51, -1.07, -5.05], [0.40, -2.52, -4.40], [1.21, -3.73, -2.05], [1.94, -2.52, -0.99], [2.41, -2.63, -2.70], [1.86, 0.59, 2.18], [4.99, 1.63, 1.62], [4.92, 0.94, -0.56], [2.59, 0.42, -1.35]]
}

***

(4)
{
  "formula": "C18H18N4O3S",
  "method": "wB97M-V/def2-TZVPD",
  "energy_ha": -1539.6187,
  "gap_ev": 7.9600,
  "smiles": "COc1ccc(OC)c(C(=O)CSc2nnc(-c3cccnc3)n2C)c1",
  "species": ["C", "O", "C", "C", "C", "C", "O", "C", "C", "C", "O", "C", "S", "C", "N", "N", "C", "C", "C", "C", "C", "N", "C", "N", "C", "C", "H", "H", "H", "H", "H", "H", "H", "H", "H", "H", "H", "H", "H", "H", "H", "H", "H", "H"],
  "xyz": [[-2.41, -2.40, -1.51], [-1.64, -2.81, -0.40], [-0.40, -2.28, -0.24], [0.33, -2.73, 0.86], [1.60, -2.26, 1.11], [2.20, -1.30, 0.28], [3.44, -0.82, 0.49], [4.05, -1.02, 1.75], [1.47, -0.83, -0.83], [1.89, 0.26, -1.73], [1.20, 0.58, -2.68], [3.15, 1.04, -1.46], [3.08, 2.11, 0.05], [1.53, 1.64, 0.70], [1.34, 0.89, 1.76], [0.03, 0.69, 1.87], [-0.58, 1.31, 0.88], [-2.00, 1.21, 0.64], [-2.86, 0.97, 1.72], [-4.21, 0.82, 1.48], [-4.66, 0.91, 0.17], [-3.86, 1.11, -0.86], [-2.56, 1.25, -0.63], [0.34, 1.96, 0.11], [0.16, 2.90, -0.96], [0.18, -1.34, -1.07], [-3.33, -2.98, -1.45], [-2.65, -1.33, -1.47], [-1.90, -2.62, -2.45], [-0.12, -3.45, 1.52], [2.13, -2.62, 1.97], [4.95, -0.40, 1.73], [4.34, -2.07, 1.90], [3.39, -0.69, 2.55], [4.01, 0.37, -1.32], [3.33, 1.71, -2.30], [-2.44, 0.90, 2.72], [-4.90, 0.64, 2.29], [-5.71, 0.82, -0.07], [-1.95, 1.37, -1.52], [0.97, 3.63, -0.92], [0.17, 2.41, -1.93], [-0.80, 3.42, -0.82], [-0.34, -0.94, -1.93]]
}

***

(5)
{
  "formula": "C18H18N4O3S2",
  "method": "wB97M-V/def2-TZVPD",
  "energy_ha": -1937.8703,
  "gap_ev": 8.4488,
  "smiles": "Cc1ccc(C)c(NC(=O)CSc2nnc(CNC(=O)c3cccs3)o2)c1",
  "species": ["C", "C", "C", "C", "C", "C", "C", "N", "C", "O", "C", "S", "C", "N", "N", "C", "C", "N", "C", "O", "C", "C", "C", "C", "S", "O", "C", "H", "H", "H", "H", "H", "H", "H", "H", "H", "H", "H", "H", "H", "H", "H", "H", "H", "H"],
  "xyz": [[6.11, 3.48, -0.57], [4.71, 2.98, -0.37], [3.62, 3.83, -0.50], [2.34, 3.35, -0.30], [2.10, 2.02, 0.03], [0.69, 1.54, 0.21], [3.20, 1.16, 0.15], [2.97, -0.18, 0.50], [3.85, -1.20, 0.52], [5.02, -1.16, 0.20], [3.24, -2.51, 1.02], [2.27, -3.39, -0.26], [0.74, -2.65, 0.00], [0.46, -1.66, 0.80], [-0.87, -1.44, 0.69], [-1.33, -2.29, -0.16], [-2.74, -2.43, -0.60], [-3.54, -1.34, -0.10], [-4.00, -0.38, -0.96], [-3.92, -0.49, -2.17], [-4.65, 0.77, -0.32], [-5.26, 1.80, -0.98], [-5.80, 2.77, -0.11], [-5.60, 2.47, 1.20], [-4.75, 0.99, 1.40], [-0.36, -3.10, -0.64], [4.49, 1.65, -0.05], [6.79, 2.67, -0.79], [6.46, 3.98, 0.34], [6.15, 4.21, -1.38], [3.78, 4.87, -0.75], [1.50, 4.02, -0.40], [0.00, 2.37, 0.10], [0.43, 0.79, -0.53], [0.54, 1.10, 1.20], [2.01, -0.40, 0.75], [2.58, -2.36, 1.88], [4.05, -3.19, 1.27], [-3.14, -3.39, -0.27], [-2.80, -2.39, -1.70], [-3.47, -1.14, 0.88], [-5.30, 1.85, -2.05], [-6.31, 3.66, -0.45], [-5.90, 3.02, 2.06], [5.32, 0.97, 0.05]]
}

***

What did the third record say?
{
  "formula": "C18H18N3SbSe3TaTe",
  "method": "wB97M-V/def2-TZVPD",
  "energy_ha": -8629.6456,
  "total_charge": 3,
  "gap_ev": [5.8593, 5.8580],
  "species": ["Ta", "C", "C", "C", "C", "C", "C", "N", "Sb", "C", "C", "C", "C", "C", "C", "N", "C", "C", "C", "C", "C", "C", "N", "H", "H", "H", "H", "H", "H", "H", "H", "H", "H", "H", "H", "H", "H", "H", "H", "H", "H", "Se", "Se", "Te", "Se"],
  "xyz": [[0.62, 0.32, 0.30], [1.28, -2.73, 1.99], [-0.16, -2.37, 1.93], [-1.10, -3.14, 2.61], [-2.44, -2.82, 2.58], [-2.85, -1.74, 1.80], [-1.90, -1.01, 1.13], [-0.58, -1.29, 1.22], [-2.60, 0.47, -0.28], [-1.44, 2.18, 0.45], [-2.21, 3.21, 0.95], [-1.60, 4.44, 1.18], [-0.26, 4.60, 0.87], [0.49, 3.53, 0.40], [1.93, 3.69, 0.07], [-0.11, 2.32, 0.22], [-1.19, -0.24, -1.80], [-1.73, -0.25, -3.07], [-1.12, -1.05, -4.05], [-0.05, -1.84, -3.69], [0.47, -1.78, -2.40], [1.58, -2.70, -2.00], [-0.06, -0.94, -1.50], [1.39, -3.81, 2.00], [1.74, -2.33, 2.90], [1.85, -2.33, 1.14], [-0.75, -4.00, 3.17], [-3.16, -3.42, 3.12], [-3.90, -1.50, 1.72], [-3.27, 3.08, 1.12], [-2.18, 5.28, 1.56], [0.22, 5.56, 0.99], [2.23, 4.73, 0.20], [2.12, 3.40, -0.96], [2.54, 3.07, 0.73], [-2.62, 0.31, -3.30], [-1.51, -1.07, -5.05], [0.40, -2.52, -4.40], [1.21, -3.73, -2.05], [1.94, -2.52, -0.99], [2.41, -2.63, -2.70], [1.86, 0.59, 2.18], [4.99, 1.63, 1.62], [4.92, 0.94, -0.56], [2.59, 0.42, -1.35]]
}

***

Q: Which formula does entry 4 have?
A: C18H18N4O3S